(one)
Below is 12 unconnected molecules or ions with the total composition C20H64N16O12, with properties calculated with ωB97M-V with the def2-TZVPD basis set.

The frontier orbital gap comes out at 0.374 Ha. For the highest occupied orbital energy, the calculation gives -9.7 eV. As for the SMILES: NC(N)=O.NC(N)=O.NC(N)=O.NC(N)=O.NC(N)=O.NC(N)=O.NC(N)=O.NC(N)=O.CC(C)O.CC(C)O.CC(C)O.CC(C)O. Its spin multiplicity is 1.

```
112
Properties=species:S:1:pos:R:3:mulliken_charge:R:1
C -14.72 -10.24 -18.07 -1.271
C -14.13 -11.20 -17.04 0.249
C -12.97 -10.63 -16.16 -1.152
O -15.12 -11.67 -16.15 -0.621
H -15.42 -10.66 -18.76 0.343
H -13.92 -9.72 -18.57 0.372
H -15.28 -9.47 -17.49 0.266
H -13.80 -12.07 -17.63 0.268
H -12.03 -10.41 -16.68 0.486
H -12.88 -11.34 -15.37 0.272
H -13.20 -9.69 -15.68 0.324
H -15.44 -10.95 -15.56 0.332
C -17.78 -11.79 -7.91 -0.906
C -17.26 -11.51 -6.50 0.838
C -17.38 -10.07 -6.01 -1.162
O -17.92 -12.34 -5.53 -0.598
H -17.90 -12.84 -8.17 0.362
H -17.03 -11.24 -8.58 -0.027
H -18.80 -11.38 -8.06 0.381
H -16.18 -11.84 -6.38 -0.144
H -18.41 -9.67 -6.09 0.405
H -16.89 -9.27 -6.61 0.136
H -17.12 -9.95 -4.99 0.363
H -18.86 -12.21 -5.67 0.356
C -11.89 -8.57 -4.60 -1.869
C -13.16 -9.04 -5.23 1.011
C -13.89 -7.77 -5.62 -1.425
O -13.05 -9.80 -6.43 0.042
H -11.25 -7.95 -5.24 0.353
H -11.35 -9.38 -4.15 0.387
H -12.31 -7.86 -3.87 0.521
H -13.56 -9.68 -4.41 0.249
H -14.22 -7.25 -4.73 0.485
H -14.81 -7.98 -6.25 0.133
H -13.23 -7.07 -6.17 0.383
H -12.46 -10.55 -6.22 -0.042
C -13.56 -11.74 -10.50 0.448
C -12.51 -12.14 -9.44 0.712
C -13.19 -12.73 -8.17 -1.700
O -11.48 -13.08 -9.88 0.558
H -14.23 -12.58 -10.65 -0.185
H -13.11 -11.29 -11.39 0.394
H -14.20 -10.92 -10.08 -1.175
H -11.97 -11.26 -9.08 0.083
H -12.44 -13.02 -7.44 0.374
H -13.69 -13.64 -8.49 0.407
H -13.88 -12.12 -7.63 0.200
H -11.68 -13.99 -9.55 -0.077
C -15.14 -15.04 -11.51 0.704
O -16.24 -14.56 -11.77 -0.785
N -14.76 -15.73 -10.36 -0.345
N -14.03 -14.91 -12.33 -0.157
H -13.92 -16.29 -10.57 0.145
H -15.39 -16.10 -9.70 0.215
H -14.08 -14.36 -13.19 0.131
H -13.18 -15.33 -11.99 0.015
C -7.40 -11.65 -9.95 0.520
O -6.96 -12.59 -9.23 -0.795
N -8.66 -11.60 -10.45 0.065
N -6.66 -10.57 -10.21 -0.375
H -9.02 -10.80 -10.92 0.224
H -9.27 -12.29 -10.13 -0.062
H -5.69 -10.67 -10.03 0.249
H -7.03 -9.94 -10.87 0.180
C -10.27 -16.19 -10.57 0.585
O -11.43 -15.64 -10.58 -0.632
N -9.70 -16.51 -9.39 -0.459
N -9.45 -16.36 -11.63 -0.326
H -10.29 -16.22 -8.57 0.251
H -8.76 -16.77 -9.42 0.148
H -8.52 -16.75 -11.37 0.130
H -9.65 -16.12 -12.60 0.296
C -10.67 -8.81 -11.63 0.512
O -9.76 -9.52 -12.04 -0.775
N -11.69 -8.30 -12.43 -0.322
N -10.74 -8.38 -10.34 -0.280
H -12.25 -7.49 -12.23 0.200
H -11.75 -8.60 -13.38 0.174
H -11.40 -7.57 -10.04 0.236
H -10.00 -8.71 -9.72 0.197
C -16.46 -11.25 -13.23 0.719
O -16.23 -10.23 -13.88 -0.854
N -17.24 -11.12 -12.13 -0.395
N -16.12 -12.48 -13.54 -0.176
H -17.76 -11.95 -11.81 0.182
H -17.81 -10.27 -12.18 0.268
H -15.58 -12.53 -14.38 0.308
H -16.21 -13.25 -12.86 0.121
C -10.09 -11.74 -6.59 0.504
O -11.09 -11.91 -5.93 -0.748
N -9.23 -12.67 -6.96 -0.232
N -9.68 -10.53 -7.06 -0.266
H -8.56 -12.51 -7.70 0.032
H -9.30 -13.60 -6.60 0.206
H -8.73 -10.38 -6.73 0.306
H -10.30 -9.78 -6.69 0.078
C -14.30 -8.18 -10.30 0.389
O -13.57 -7.20 -10.45 -0.766
N -15.03 -8.81 -11.33 0.062
N -14.67 -8.69 -8.99 -0.054
H -15.62 -9.60 -11.07 -0.041
H -15.18 -8.47 -12.29 0.264
H -14.02 -8.38 -8.28 0.081
H -15.00 -9.65 -8.95 0.058
C -10.19 -14.09 -14.14 0.631
O -10.12 -15.32 -14.01 -0.855
N -10.74 -13.34 -13.21 0.279
N -9.68 -13.45 -15.21 -0.398
H -10.93 -13.71 -12.32 -0.278
H -10.43 -12.38 -13.24 0.151
H -9.71 -12.43 -15.28 0.169
H -9.59 -13.98 -16.04 0.254
```

---

(two)
Below is 12 unconnected molecules or ions with the total composition C20H64N16O12, with properties calculated with ωB97M-V with the def2-TZVPD basis set.

The frontier orbital gap comes out at 0.292 Ha. For the highest occupied orbital energy, the calculation gives -8.5 eV. As for the SMILES: NC(N)=O.NC(N)=O.NC(N)=O.NC(N)=O.NC(N)=O.NC(N)=O.NC(N)=O.NC(N)=O.CC(C)O.CC(C)O.CC(C)O.CC(C)O. Its spin multiplicity is 1.

```
112
Properties=species:S:1:pos:R:3:mulliken_charge:R:1
C 2.81 2.71 -4.86 -1.602
C 2.52 2.85 -3.36 0.645
C 0.99 3.10 -3.07 -1.078
O 2.86 1.66 -2.75 -0.476
H 2.79 3.72 -5.26 0.482
H 1.95 2.27 -5.35 0.315
H 3.75 2.19 -5.07 0.368
H 3.16 3.64 -2.96 0.342
H 0.75 3.22 -2.01 0.008
H 0.37 2.29 -3.46 0.239
H 0.58 3.99 -3.54 0.491
H 3.80 1.47 -2.82 0.225
C -3.82 1.01 -0.65 -0.323
C -3.95 2.57 -0.29 -0.019
C -2.96 3.15 0.68 -0.622
O -3.97 3.28 -1.50 -0.618
H -4.84 0.74 -0.93 0.439
H -3.50 0.34 0.15 -0.211
H -3.18 0.96 -1.53 0.188
H -4.95 2.76 0.11 0.367
H -2.01 3.02 0.16 -0.097
H -2.91 2.66 1.65 0.023
H -3.04 4.20 0.95 0.519
H -4.44 4.11 -1.46 0.361
C 3.72 -2.15 -4.41 -1.200
C 2.25 -2.06 -4.98 0.741
C 1.98 -0.60 -5.01 -0.813
O 2.18 -2.68 -6.28 -0.608
H 4.55 -1.78 -5.01 0.409
H 4.07 -3.18 -4.28 0.408
H 3.76 -1.66 -3.44 0.088
H 1.51 -2.49 -4.31 0.068
H 1.49 -0.26 -5.93 0.381
H 2.90 -0.02 -5.08 0.204
H 1.55 -0.16 -4.11 0.025
H 2.70 -2.14 -6.88 0.350
C 0.51 -4.64 2.01 -1.441
C -0.55 -3.54 1.97 1.474
C -1.56 -3.62 3.09 -1.184
O 0.07 -2.30 2.12 -0.364
H 0.15 -5.65 2.20 0.393
H 1.31 -4.39 2.71 0.307
H 0.97 -4.59 1.02 0.330
H -1.07 -3.50 1.02 -0.534
H -2.15 -2.72 3.24 0.143
H -1.02 -3.92 3.99 0.370
H -2.27 -4.45 3.02 0.409
H -0.50 -1.60 1.79 -0.468
C 0.20 0.63 0.01 -0.261
O 1.03 0.98 0.83 0.252
N 0.43 0.57 -1.30 1.190
N -0.92 0.06 0.28 1.976
H 1.32 0.80 -1.71 -0.954
H -0.35 0.32 -1.90 0.184
H -1.55 -0.08 -0.49 -1.219
H -1.15 0.13 1.26 -0.418
C 1.85 -2.86 -1.47 0.109
O 2.33 -3.92 -1.78 -0.720
N 0.60 -2.55 -1.73 0.393
N 2.47 -1.79 -0.94 0.350
H 0.25 -3.34 -2.24 0.207
H 0.00 -1.86 -1.30 -0.163
H 3.45 -1.83 -0.70 0.224
H 2.05 -0.88 -0.85 -0.631
C -5.07 -1.43 3.47 0.735
O -4.75 -0.73 4.47 -0.765
N -6.11 -2.23 3.34 -0.322
N -4.31 -1.51 2.45 0.236
H -6.05 -2.78 2.49 0.106
H -6.76 -2.41 4.08 0.252
H -4.54 -2.16 1.71 0.211
H -3.40 -1.08 2.53 -0.643
C 4.66 1.80 0.21 0.624
O 4.90 0.75 0.75 -0.747
N 3.52 2.41 0.27 -0.006
N 5.54 2.50 -0.46 -0.461
H 3.52 3.32 -0.19 0.189
H 2.64 2.01 0.56 -0.133
H 5.16 3.29 -0.96 0.155
H 6.44 2.06 -0.54 0.259
C 0.29 4.64 2.43 0.433
O -0.06 5.78 2.69 -0.721
N 0.61 3.75 3.32 -0.237
N 0.31 4.26 1.15 -0.238
H 0.44 4.01 4.28 0.178
H 1.04 2.86 3.12 0.203
H -0.20 4.74 0.43 0.229
H 0.64 3.30 1.12 0.029
C -1.47 0.62 3.74 -0.081
O -1.62 -0.16 2.82 0.432
N -2.44 1.06 4.49 -0.297
N -0.29 0.95 4.18 -0.366
H -3.32 0.63 4.26 0.147
H -2.34 1.54 5.37 0.206
H 0.46 0.37 3.84 0.187
H -0.28 1.62 4.94 0.209
C 3.00 -0.77 3.74 0.480
O 3.92 -0.70 4.57 -0.807
N 3.13 -0.46 2.47 0.049
N 1.95 -1.48 3.94 -0.040
H 4.05 -0.17 2.19 0.173
H 2.29 -0.33 1.93 -0.101
H 1.92 -2.07 4.77 0.242
H 1.34 -1.64 3.15 0.192
C -3.32 -2.15 -1.46 0.656
O -2.25 -1.58 -1.59 -0.545
N -3.48 -2.96 -0.45 -0.356
N -4.41 -1.92 -2.14 -0.470
H -4.36 -3.41 -0.23 0.213
H -2.63 -2.94 0.10 -0.102
H -4.34 -1.08 -2.69 0.259
H -5.29 -2.35 -1.89 0.181
```

---

(three)
Below is 12 unconnected molecules or ions with the total composition C20H64N16O12, with properties calculated with ωB97M-V with the def2-TZVPD basis set.

The frontier orbital gap comes out at 0.312 Ha. For the highest occupied orbital energy, the calculation gives -8.6 eV. As for the SMILES: NC(N)=O.NC(N)=O.NC(N)=O.NC(N)=O.NC(N)=O.NC(N)=O.NC(N)=O.NC(N)=O.CC(C)O.CC(C)O.CC(C)O.CC(C)O. Its spin multiplicity is 1.

```
112
Properties=species:S:1:pos:R:3:mulliken_charge:R:1
C -3.77 2.37 5.77 -0.949
C -3.87 0.89 5.55 0.295
C -3.08 0.39 4.27 -1.133
O -3.41 0.15 6.71 -0.572
H -2.77 2.72 5.54 0.145
H -3.99 2.44 6.84 0.415
H -4.58 2.91 5.28 0.271
H -4.90 0.61 5.36 0.270
H -3.37 -0.51 3.73 0.276
H -2.01 0.21 4.38 0.427
H -3.07 1.26 3.61 0.234
H -4.08 0.26 7.39 0.332
C 0.60 0.05 -0.95 -0.775
C 0.03 0.46 0.35 1.849
C -1.13 -0.44 0.83 -1.081
O 0.94 0.49 1.33 -0.739
H -0.07 0.11 -1.81 0.504
H 1.06 -0.93 -0.93 0.177
H 1.40 0.76 -1.19 -0.497
H -0.27 1.50 0.25 -0.695
H -2.00 0.01 0.35 -0.045
H -1.33 -0.53 1.90 0.376
H -1.03 -1.42 0.36 0.374
H 1.01 -0.43 1.59 0.366
C 3.95 -3.98 -3.89 -1.152
C 3.32 -4.81 -2.74 0.478
C 4.41 -5.21 -1.76 -1.144
O 2.43 -3.96 -1.95 -0.456
H 3.21 -3.88 -4.68 0.252
H 4.80 -4.56 -4.27 0.467
H 4.42 -3.07 -3.53 0.200
H 2.96 -5.75 -3.15 0.409
H 4.08 -6.07 -1.18 0.336
H 4.67 -4.47 -1.00 0.101
H 5.33 -5.51 -2.27 0.377
H 2.85 -3.13 -1.72 0.282
C 4.40 1.77 -2.01 -0.770
C 4.41 1.00 -3.32 0.311
C 3.14 0.21 -3.54 -0.481
O 4.60 2.00 -4.23 -0.585
H 4.89 1.19 -1.23 0.029
H 3.41 2.09 -1.69 -0.022
H 4.96 2.71 -2.01 0.472
H 5.31 0.40 -3.48 0.344
H 2.36 0.89 -3.19 0.049
H 3.18 -0.75 -3.02 -0.209
H 3.04 -0.04 -4.60 0.560
H 4.71 1.55 -5.08 0.351
C -2.88 -2.10 -2.29 0.484
O -3.24 -1.01 -1.78 -0.548
N -3.29 -2.51 -3.53 -0.399
N -2.05 -2.99 -1.82 -0.244
H -3.79 -1.84 -4.10 0.223
H -2.87 -3.32 -3.96 0.200
H -2.13 -3.96 -2.06 0.216
H -1.64 -2.68 -0.95 0.176
C -3.48 2.50 -0.36 0.655
O -4.06 1.65 0.28 -0.674
N -2.55 2.25 -1.25 -0.242
N -3.55 3.72 -0.13 -0.291
H -1.94 2.95 -1.64 0.224
H -2.31 1.27 -1.34 -0.141
H -3.13 4.42 -0.72 0.113
H -4.04 4.02 0.70 0.291
C -6.17 -1.11 0.92 0.456
O -7.07 -1.81 1.40 -0.775
N -6.31 -0.32 -0.05 -0.259
N -4.99 -1.01 1.33 -0.117
H -5.63 0.40 -0.25 0.239
H -7.26 -0.20 -0.36 0.228
H -4.74 -1.37 2.24 0.139
H -4.32 -0.68 0.65 0.202
C 2.57 -2.94 3.61 0.654
O 3.07 -3.59 2.74 -0.621
N 2.77 -1.64 3.71 -0.342
N 1.93 -3.40 4.62 -0.440
H 2.46 -1.14 4.53 0.165
H 3.37 -1.13 3.07 0.145
H 1.35 -2.82 5.19 0.172
H 1.85 -4.41 4.64 0.259
C 3.97 -1.24 0.25 0.233
O 3.49 -1.54 -0.81 -0.444
N 5.03 -1.75 0.81 -0.319
N 3.73 -0.16 0.91 -0.133
H 5.31 -1.29 1.67 0.097
H 5.66 -2.30 0.24 0.258
H 4.48 0.03 1.56 0.244
H 3.04 0.49 0.55 -0.045
C 0.62 -1.99 -4.89 0.744
O 1.51 -2.34 -5.65 -0.735
N 0.24 -2.51 -3.79 0.002
N 0.07 -0.89 -5.19 -0.305
H -0.55 -2.23 -3.24 -0.082
H 0.83 -3.25 -3.42 0.057
H 0.32 -0.49 -6.08 0.230
H -0.68 -0.47 -4.66 0.114
C 1.12 4.91 -0.67 0.651
O 2.31 4.87 -0.69 -0.637
N 0.42 5.63 -1.48 -0.370
N 0.37 4.24 0.18 -0.166
H -0.59 5.56 -1.43 0.146
H 0.96 6.16 -2.15 0.218
H -0.61 4.47 0.06 -0.028
H 0.75 3.37 0.52 0.188
C -2.77 4.52 3.10 0.734
O -3.82 4.53 2.47 -0.759
N -1.67 3.87 2.75 -0.111
N -2.69 5.02 4.31 -0.392
H -1.78 3.19 2.01 -0.232
H -0.88 3.76 3.37 0.223
H -3.49 5.57 4.60 0.252
H -1.80 5.13 4.76 0.194
```

---

Of the structures shown above, (three) is the least stable.